# 1
The following is a DFT calculation (the ωB97M-V functional and the def2-TZVPD basis) of a structure of composition C30H35CdN7O.

lowest unoccupied orbital energy = 0.68 eV
molecular weight = 622.07 g/mol
gap between HOMO and LUMO = 7.44 eV
ΔE to the lowest compared entry with this formula, charge and spin = 0.38 kcal per mole

CARTESIAN COORDINATES (ANGSTROEM)
1 Cd 0.0370 -0.1218 0.1577
2 O 0.9338 -2.0508 -0.7885
3 N 2.7296 -3.2208 -1.5127
4 N -0.2340 -1.9886 2.7141
5 N 0.3173 -0.7701 2.5403
6 N -2.7764 0.9154 -1.2382
7 N -1.6242 1.4244 -0.7712
8 N 1.4603 -1.9475 -3.0018
9 N -1.8524 -1.2384 0.3969
10 C -2.2332 -2.7857 3.7590
11 C 1.7967 1.3364 0.1266
12 C 0.2400 -1.1952 -3.2504
13 C 1.6818 -2.3708 -1.7260
14 C 2.6865 1.2583 -1.9842
15 C -3.7509 -2.2327 1.5503
16 C -2.4615 -1.4799 -0.8300
17 C 1.5945 -0.9082 2.8809
18 C 3.4700 0.4150 -1.1401
19 C 1.6943 1.8364 -1.2259
20 C 1.8770 -2.2175 3.2869
21 C -2.3835 -1.8820 1.4865
22 C -4.0698 -2.2111 -4.8150
23 C -4.3170 -2.8380 2.6510
24 C -1.8695 2.7026 -0.5210
25 C -3.5470 -1.9612 -3.4263
26 C 3.0937 -3.5002 -0.1380
27 C 0.6748 -2.8769 3.1595
28 C -3.5730 -3.1260 3.7942
29 C 2.5496 -1.6497 -3.9193
30 C -1.6449 -2.2045 2.6400
31 C -2.8604 -0.4372 -1.6780
32 C 3.1386 -4.2163 -2.4834
33 C -3.7393 1.8568 -1.2983
34 C 2.9577 0.4775 0.1348
35 C -3.3695 -0.6719 -2.9505
36 C -4.2052 -3.7299 5.0180
37 C -3.1883 -3.0097 -2.5810
38 C -2.6547 -2.7767 -1.3286
39 C -3.1943 3.0327 -0.8405
40 H -3.2823 -2.0908 -5.5627
41 H -1.6072 -2.9713 4.6251
42 H -3.4687 -4.2534 5.6285
43 H 3.5083 -1.8971 -3.4745
44 H -3.3116 -4.0319 -2.9215
45 H 0.3427 -0.1550 -2.9220
46 H -4.4610 -3.2237 -4.9110
47 H 2.5409 -4.3575 0.2612
48 H 2.5176 -4.1573 -3.3728
49 H 0.3929 -3.8981 3.3512
50 H 2.4348 -2.2008 -4.8561
51 H 2.8168 -2.6253 3.6151
52 H 2.8765 -2.6345 0.4795
53 H 4.1618 -3.7188 -0.0914
54 H -3.6855 3.9835 -0.7363
55 H -4.8708 -1.5163 -5.0702
56 H -3.6270 0.1792 -3.5716
57 H 2.2537 -0.0587 2.8090
58 H -4.9823 -4.4452 4.7460
59 H 3.3627 -0.0220 1.0027
60 H 0.9677 2.5549 -1.5741
61 H 2.8473 1.4292 -3.0400
62 H -4.3762 -2.0089 0.6955
63 H -4.6701 -2.9674 5.6477
64 H 3.0173 -5.2134 -2.0506
65 H 4.1853 -4.0998 -2.7769
66 H 4.3229 -0.1746 -1.4484
67 H -1.0898 3.3253 -0.1129
68 H 0.0424 -1.2038 -4.3226
69 H -5.3748 -3.0779 2.6289
70 H -4.7281 1.6103 -1.6458
71 H -0.5986 -1.6608 -2.7401
72 H 2.5531 -0.5799 -4.1354
73 H -2.3623 -3.6072 -0.6978
74 H 1.4947 1.9212 0.9928

***

# 2
The following is a DFT calculation (the ωB97M-V functional and the def2-TZVPD basis) of a structure of composition C30H35IN5O3RuS5.

spin multiplicity = 5
lowest unoccupied orbital energy (alpha / beta) = -8.07 / -9.15 eV
molecular weight = 901.95 g/mol
charge = +3
gap between HOMO and LUMO (alpha / beta) = 6.35 / 5.75 eV
⟨S²⟩ = 6.05

CARTESIAN COORDINATES (ANGSTROEM)
1 I -1.8504 2.4792 -0.5019
2 Ru -1.1266 -0.0423 0.8563
3 S -0.2927 -2.3642 -7.3059
4 S 1.4555 -2.9167 -5.0434
5 S -0.6421 -0.7851 -3.3463
6 S -2.1105 -0.5920 -5.9060
7 S -2.4470 -1.0348 -8.8400
8 O 0.3778 -0.1550 -0.4450
9 O 0.0441 1.3330 1.9022
10 O -2.9798 -0.4935 -0.4517
11 N 2.2285 1.2189 -2.5986
12 N 2.1993 2.7455 1.4374
13 N -0.9739 -2.0771 1.1680
14 N -2.4546 0.1320 2.4431
15 N -4.8025 -0.2276 -1.7253
16 C -1.7187 2.9762 4.6257
17 C 0.2891 4.1431 4.2045
18 C -3.6209 0.1736 -1.2807
19 C 0.0205 -2.1325 -5.6483
20 C 1.7978 3.4874 2.4200
21 C 1.2909 -2.2693 0.2532
22 C -3.0818 1.4429 -1.8899
23 C -2.1214 -2.8617 1.6570
24 C 2.3176 -3.2142 0.1274
25 C 0.6065 3.2515 3.1655
26 C -2.8195 -2.2658 2.8647
27 C -0.2743 2.1815 2.8435
28 C -2.4139 1.0037 3.3892
29 C -3.4740 -0.9241 2.5744
30 C 3.3185 -3.1211 -0.8246
31 C 3.4044 2.0053 -0.5562
32 C 2.2538 -1.0477 -1.5797
33 C 2.2909 -0.0712 -2.6502
34 C 0.8281 -3.9368 -3.6855
35 C 3.3566 3.0201 0.5766
36 C -1.6806 -1.3030 -7.4468
37 C 3.2094 -2.0620 -1.7137
38 C -0.8299 -1.2599 -4.9449
39 C -0.8672 4.0271 4.9547
40 C 4.3918 -4.1629 -0.9589
41 C 2.1440 2.0843 -1.4184
42 C -1.4641 2.0717 3.5897
43 C 1.2762 -1.1048 -0.5545
44 C 0.1409 -2.6994 1.0130
45 C -1.2017 4.9825 6.0619
46 H -3.1858 0.9331 4.1548
47 H -4.1651 -0.6495 3.3712
48 H 1.2502 1.7905 -0.8711
49 H 1.7121 -4.4440 -3.3014
50 H -3.5995 -2.9670 3.1662
51 H -2.4231 1.1533 -2.7103
52 H 1.6093 1.9295 1.2545
53 H 2.2914 -4.0810 0.7796
54 H 3.5244 0.9998 -0.1452
55 H 0.2028 -3.7161 1.4010
56 H -2.6298 2.8467 5.2012
57 H 0.3694 -3.3308 -2.9080
58 H -0.3523 5.6164 6.3066
59 H 4.0491 -5.0015 -1.5684
60 H -5.1730 -1.1190 -1.4307
61 H -2.0322 5.6294 5.7764
62 H 0.1341 -4.6823 -4.0656
63 H -5.3242 0.3017 -2.4056
64 H 4.2666 2.9781 1.1741
65 H 3.9061 -2.0063 -2.5447
66 H -1.7863 -3.8773 1.8732
67 H 2.3993 4.3599 2.6624
68 H 2.3205 1.6956 -3.4877
69 H -1.4927 4.4468 6.9650
70 H -3.8578 2.1234 -2.2263
71 H 0.9834 4.9470 4.4239
72 H 2.4939 -0.4738 -3.6391
73 H 1.9998 3.0975 -1.7927
74 H 5.2834 -3.7527 -1.4295
75 H -2.1326 -2.1783 3.7101
76 H 4.2878 2.2138 -1.1605
77 H 3.2554 4.0316 0.1787
78 H -4.0337 -0.9744 1.6412
79 H -2.8230 -2.9165 0.8214
80 H 4.6780 -4.5589 0.0139

***

# 3
The following is a DFT calculation (the ωB97M-V functional and the def2-TZVPD basis) of a structure of composition C30H35InN6PS2.

lowest unoccupied orbital energy = -8.50 eV
molecular weight = 689.58 g/mol
charge = +3
gap between HOMO and LUMO = 7.29 eV
ΔE to the lowest compared entry with this formula, charge and spin = 1.42 kcal per mole

CARTESIAN COORDINATES (ANGSTROEM)
1 In -0.7526 1.0078 0.1876
2 S 0.4439 3.6536 3.5642
3 S -1.7939 2.4203 1.8754
4 P 0.8649 -1.0325 0.0846
5 N 0.8034 2.2938 1.4196
6 N -2.8465 1.6415 -1.2967
7 N -2.2522 -1.1303 -2.5847
8 N 0.5266 1.5649 -1.5540
9 N -2.6700 -0.8234 0.4883
10 N 1.8616 -0.3149 -1.0761
11 C -4.2388 1.0932 -1.4765
12 C 3.4325 -1.0672 3.2356
13 C 2.4372 2.5553 -3.2712
14 C 2.5980 -0.7175 4.2934
15 C 0.6690 -3.7037 0.6776
16 C 2.9219 -1.1660 1.9518
17 C 3.2953 2.3348 1.2358
18 C 1.2443 -4.5554 -1.9186
19 C -4.3753 0.1803 -2.6980
20 C 1.6649 0.8881 -1.7479
21 C 1.2461 -0.4745 4.0779
22 C 1.0429 -5.4810 -0.9011
23 C -4.2054 -1.8701 -1.2220
24 C 1.5705 -0.9008 1.7255
25 C 0.7340 -0.5684 2.7924
26 C 4.4681 2.7713 1.8198
27 C 0.7462 -5.0572 0.3902
28 C 0.8933 -2.7721 -0.3409
29 C 2.0827 3.3894 3.0363
30 C 2.6382 1.3576 -2.6263
31 C 1.1578 -3.1968 -1.6480
32 C 1.2636 3.2825 -3.0464
33 C 2.0879 2.6412 1.8578
34 C 0.3425 2.7558 -2.1903
35 C -4.0850 -0.9871 0.0216
36 C -3.7800 -1.2148 -2.5313
37 C 4.4531 3.5087 3.0125
38 C -4.7131 0.3841 -0.2095
39 C 3.2617 3.8320 3.6320
40 C -0.1127 2.7654 2.2162
41 H -1.9358 -0.7407 -3.4721
42 H -2.7348 -0.4073 1.4186
43 H 3.5808 -1.4431 1.1338
44 H 0.4699 -3.3790 1.6929
45 H 5.4175 2.5512 1.3471
46 H -3.6871 -2.8262 -1.0824
47 H 3.5415 0.7813 -2.7870
48 H -4.0523 -1.8461 -3.3730
49 H -4.9000 1.9413 -1.6459
50 H 3.2472 4.4196 4.5431
51 H 1.0881 4.2371 -3.5228
52 H 0.5900 -5.7837 1.1784
53 H -3.9916 0.6633 -3.6044
54 H -2.5981 2.1548 -2.1404
55 H -5.2618 -2.1217 -1.3297
56 H 0.5973 -0.2185 4.9061
57 H -4.5545 1.0250 0.6642
58 H -5.4443 0.0420 -2.8686
59 H 3.0038 -0.6413 5.2960
60 H 1.4760 -4.8913 -2.9222
61 H 1.3101 -2.4815 -2.4494
62 H -1.8241 -2.0492 -2.4690
63 H -0.3265 -0.3895 2.6331
64 H 4.4824 -1.2687 3.4148
65 H 1.1233 -6.5401 -1.1147
66 H 2.7275 -0.7843 -1.2963
67 H -0.5757 3.2833 -1.9673
68 H -4.6488 -1.4871 0.8077
69 H -5.7939 0.2486 -0.2905
70 H 3.3071 1.7784 0.3055
71 H 5.3878 3.8415 3.4489
72 H -2.9277 2.3712 -0.5885
73 H -1.9479 -0.5191 -1.8302
74 H -2.2645 -1.7425 0.6584
75 H 3.1921 2.9343 -3.9510

***

no.,energy (eV)
1,-48720.215
2,-110106.812
3,-76730.973